1.
Formula: C4H8N2O
Source: the Open Molecules 2025 dataset
Level of theory: the ωB97M-V functional and the def2-TZVPD basis

Its LUMO energy (spin up / spin down) is 0.83 / 0.83 eV. The SMILES is C=[N+](C)[O-].CC#N. As for the molar mass: 100.1 g mol⁻¹. Its HOMO energy (spin up / spin down) is -8.8 / -8.8 eV. Its energy above the lowest of the compared OMol25 structures with the same formula, charge and spin is 4.741 eV.

```
15
C4H8N2O the ωB97M-V functional and the def2-TZVPD basis
C 1.81 -0.31 -0.13
C -1.31 0.21 1.55
C 1.86 -1.66 -0.68
C -1.15 1.48 -0.42
N 1.76 0.74 0.25
N -1.22 0.23 0.26
O -1.28 -0.82 -0.46
H -1.36 1.24 2.01
H -1.15 -0.58 2.28
H 0.90 -1.98 -0.99
H 2.52 -2.32 0.08
H 2.39 -1.65 -1.60
H -1.71 1.44 -1.46
H -1.83 2.19 0.08
H -0.22 1.79 -0.78
```

***

2.
Formula: C4H8N2O
Source: the Open Molecules 2025 dataset
Level of theory: the ωB97M-V functional and the def2-TZVPD basis

Its LUMO energy is 0.99 eV. The SMILES is NC(=O)CN1CC1. As for the molar mass: 100.1 g mol⁻¹. Its HOMO energy is -9.2 eV. Its energy above the lowest of the compared OMol25 structures with the same formula, charge and spin is 1.892 eV.

```
15
C4H8N2O the ωB97M-V functional and the def2-TZVPD basis
N -0.77 0.31 -2.07
C -1.24 0.23 -0.79
O -2.04 1.02 -0.33
C -0.66 -0.92 0.03
N 0.75 -0.72 0.39
C 1.01 -0.20 1.73
C 1.24 0.64 0.54
H -1.03 1.13 -2.61
H -0.03 -0.27 -2.41
H -1.30 -1.01 0.92
H -0.73 -1.86 -0.53
H 0.14 0.04 2.34
H 1.84 -0.65 2.26
H 0.55 1.47 0.36
H 2.26 0.80 0.17
```

***

3.
Formula: C4H8N2O
Source: the Open Molecules 2025 dataset
Level of theory: the ωB97M-V functional and the def2-TZVPD basis

Its LUMO energy is 0.87 eV. The SMILES is C1=NOCCCN1. As for the molar mass: 100.1 g mol⁻¹. Its HOMO energy is -8.7 eV. Its energy above the lowest of the compared OMol25 structures with the same formula, charge and spin is 6.225 eV.

```
15
C4H8N2O the ωB97M-V functional and the def2-TZVPD basis
C 0.38 -0.76 0.74
C -0.01 -0.86 -0.68
C -1.23 1.35 -0.43
C 1.39 0.46 0.66
H -0.38 -0.97 1.70
H 0.80 -1.88 0.73
H -0.60 -1.87 -0.86
H 0.64 -1.00 -1.63
H -2.04 -0.30 -0.97
H -2.20 1.65 -0.11
H 1.57 0.96 1.80
H 2.33 -0.02 0.25
N -1.15 0.12 -0.99
N -0.31 1.90 0.18
O 0.83 1.21 -0.39
```

***

4.
Formula: C4H8N2O
Source: the Open Molecules 2025 dataset
Level of theory: the ωB97M-V functional and the def2-TZVPD basis

Its LUMO energy is 0.05 eV. As for the molar mass: 100.1 g mol⁻¹. Its HOMO energy is -8.0 eV. Its energy above the lowest of the compared OMol25 structures with the same formula, charge and spin is 5.392 eV.

```
15
C4H8N2O the ωB97M-V functional and the def2-TZVPD basis
C -0.60 -1.04 0.65
C 0.11 0.52 -0.67
C -1.03 0.92 -1.52
N -0.43 1.69 -0.43
C 0.89 -0.57 -0.01
O 1.42 -1.51 -0.66
N 1.58 0.10 1.12
H -1.18 -0.31 1.22
H -1.20 -1.55 -0.11
H -0.21 -1.80 1.33
H -0.87 1.33 -2.52
H -1.98 0.41 -1.36
H -0.75 2.12 0.43
H 1.78 -0.65 1.79
H 2.49 0.35 0.75
```

***

5.
Formula: C4H8N2O
Source: the Open Molecules 2025 dataset
Level of theory: the ωB97M-V functional and the def2-TZVPD basis

Its LUMO energy is 0.89 eV. The SMILES is NC(=O)CN1C=C1.[H][H]. As for the molar mass: 100.1 g mol⁻¹. Its HOMO energy is -8.5 eV. Its energy above the lowest of the compared OMol25 structures with the same formula, charge and spin is 5.285 eV.

```
15
C4H8N2O the ωB97M-V functional and the def2-TZVPD basis
N 0.93 0.18 -1.22
C 1.44 -0.07 0.02
O 2.49 0.43 0.39
C 0.69 -1.06 0.92
N -0.77 -0.95 1.19
C -1.50 0.15 0.51
C -1.67 -1.01 0.00
H 1.50 0.74 -1.84
H 0.09 -0.24 -1.57
H 0.88 -2.07 0.54
H 1.18 -0.98 1.89
H -1.69 1.21 0.66
H -1.26 2.89 -1.64
H -2.15 -1.76 -0.61
H -0.79 2.34 -1.47
```

***

6.
Formula: C4H8N2O
Source: the Open Molecules 2025 dataset
Level of theory: the ωB97M-V functional and the def2-TZVPD basis

Its LUMO energy is 0.79 eV. The SMILES is Cc1c[nH]cn1.O. As for the molar mass: 100.1 g mol⁻¹. Its HOMO energy is -8.3 eV. Its energy above the lowest of the compared OMol25 structures with the same formula, charge and spin is 2.540 eV.

```
15
C4H8N2O the ωB97M-V functional and the def2-TZVPD basis
C 0.54 -2.56 0.73
C 0.67 -1.04 0.51
C 1.83 -0.24 0.65
N 1.51 0.94 0.13
C 0.11 1.00 -0.05
N -0.40 -0.21 0.30
H 0.13 -2.62 1.76
H -0.21 -2.93 0.00
H 1.59 -3.04 0.66
H 2.91 -0.27 1.17
H 2.02 1.86 0.29
H -0.32 1.96 0.06
H -3.76 2.25 -1.31
H -3.12 2.18 -2.73
O -3.50 2.72 -2.15
```

***

7.
Formula: C4H8N2O
Source: the Open Molecules 2025 dataset
Level of theory: the ωB97M-V functional and the def2-TZVPD basis

Its LUMO energy is 0.67 eV. The SMILES is C[C@](O)(C#N)CN. As for the molar mass: 100.1 g mol⁻¹. Its HOMO energy is -9.9 eV. Its energy above the lowest of the compared OMol25 structures with the same formula, charge and spin is 1.621 eV.

```
15
C4H8N2O the ωB97M-V functional and the def2-TZVPD basis
C 0.11 -1.30 0.87
C -0.25 -0.34 -0.27
O -1.56 0.15 0.02
C 0.76 0.84 -0.35
N 0.44 1.89 0.60
C -0.33 -1.04 -1.58
N -0.50 -1.49 -2.63
H -0.82 -1.70 1.29
H 0.64 -0.75 1.65
H 0.74 -2.13 0.53
H -1.94 0.54 -0.78
H 0.77 1.27 -1.36
H 1.78 0.47 -0.15
H 0.73 1.63 1.54
H -0.57 1.96 0.63
```

***

8.
Formula: C4H8N2O
Source: the Open Molecules 2025 dataset
Level of theory: the ωB97M-V functional and the def2-TZVPD basis

Its LUMO energy is 0.72 eV. The SMILES is CN(C)[C@H](O)C#N. As for the molar mass: 100.1 g mol⁻¹. Its HOMO energy is -9.2 eV. Its energy above the lowest of the compared OMol25 structures with the same formula, charge and spin is 3.486 eV.

```
15
C4H8N2O the ωB97M-V functional and the def2-TZVPD basis
C 1.82 -0.72 -0.04
C -1.27 -0.44 0.99
C -0.68 -0.02 -1.33
C 1.11 0.40 0.56
N 2.27 -1.63 -0.58
N -0.49 0.31 0.12
O 1.60 1.58 0.06
H -0.84 -1.46 1.13
H -1.51 -0.12 2.00
H -2.22 -0.53 0.47
H -0.53 -1.07 -1.60
H -1.71 0.42 -1.78
H 0.21 0.56 -1.89
H 1.17 0.45 1.60
H 1.07 2.26 0.28
```

***

9.
Formula: C4H8N2O
Source: the Open Molecules 2025 dataset
Level of theory: the ωB97M-V functional and the def2-TZVPD basis

Its LUMO energy (spin up / spin down) is -0.57 / -0.56 eV. As for the molar mass: 100.1 g mol⁻¹. Its HOMO energy (spin up / spin down) is -9.4 / -9.4 eV. Its energy above the lowest of the compared OMol25 structures with the same formula, charge and spin is 7.113 eV.

```
15
C4H8N2O the ωB97M-V functional and the def2-TZVPD basis
N 0.75 -1.99 0.91
C 0.75 -0.60 0.48
C 0.46 -0.36 -1.01
C -0.25 0.98 -0.85
O -1.99 1.64 0.16
C -0.45 0.18 0.92
N -1.36 0.46 1.63
H 1.55 -2.46 0.49
H 0.86 -2.05 1.92
H 1.63 -0.02 0.78
H -0.25 -1.13 -1.34
H 1.32 -0.35 -1.69
H -0.89 1.27 -1.68
H 0.41 1.80 -0.56
H -2.70 2.30 0.01
```

***

10.
Formula: C4H8N2O
Source: the Open Molecules 2025 dataset
Level of theory: the ωB97M-V functional and the def2-TZVPD basis

Its LUMO energy is 0.79 eV. The SMILES is C[C@H](O)N=C=CN. As for the molar mass: 100.1 g mol⁻¹. Its HOMO energy is -8.8 eV. Its energy above the lowest of the compared OMol25 structures with the same formula, charge and spin is 2.627 eV.

```
15
C4H8N2O the ωB97M-V functional and the def2-TZVPD basis
N -2.97 -0.07 0.21
C -1.74 -0.44 0.85
C 1.46 -0.68 -0.89
C 1.40 0.74 -0.36
O 2.64 1.00 0.24
C -0.66 0.30 0.70
N 0.35 0.98 0.64
H -3.34 -0.86 -0.32
H -3.66 0.17 0.91
H -1.65 -1.32 1.49
H 0.52 -0.96 -1.38
H 1.65 -1.38 -0.07
H 1.20 1.45 -1.18
H 2.27 -0.75 -1.62
H 2.53 1.81 0.76
```

***

11.
Formula: C4H8N2O
Source: the Open Molecules 2025 dataset
Level of theory: the ωB97M-V functional and the def2-TZVPD basis

Its LUMO energy is 0.89 eV. The SMILES is C[C@@]12CN[C@]1(N)O2. As for the molar mass: 100.1 g mol⁻¹. Its HOMO energy is -8.5 eV. Its energy above the lowest of the compared OMol25 structures with the same formula, charge and spin is 3.065 eV.

```
15
C4H8N2O the ωB97M-V functional and the def2-TZVPD basis
C 1.01 1.50 0.56
C -0.08 0.62 0.05
C -0.71 0.46 -1.34
N -1.03 -0.98 -1.05
C -0.42 -0.79 0.28
O -1.14 0.21 0.95
N 0.09 -1.81 1.07
H 1.88 1.44 -0.11
H 0.71 2.55 0.64
H 1.31 1.14 1.55
H -1.62 1.05 -1.51
H -0.01 0.61 -2.17
H -0.41 -1.57 -1.61
H 0.67 -2.53 0.69
H -0.25 -1.90 2.01
```

***

12.
Formula: C4H8N2O
Source: the Open Molecules 2025 dataset
Level of theory: the ωB97M-V functional and the def2-TZVPD basis

Its LUMO energy is 0.64 eV. The SMILES is N=C=CCO.C=N. As for the molar mass: 100.1 g mol⁻¹. Its HOMO energy is -8.9 eV. Its energy above the lowest of the compared OMol25 structures with the same formula, charge and spin is 3.464 eV.

```
15
C4H8N2O the ωB97M-V functional and the def2-TZVPD basis
C -0.41 -1.38 1.98
N -0.44 -0.23 1.49
C 0.15 0.22 -1.61
C -0.35 1.55 -1.15
O -1.59 1.45 -0.54
C 1.21 -0.40 -1.20
N 2.16 -1.00 -0.71
H 0.22 -1.69 2.79
H -1.14 -2.08 1.64
H 1.86 -1.58 0.09
H 0.28 0.33 1.92
H -0.41 -0.26 -2.39
H -0.48 2.19 -2.02
H 0.40 2.03 -0.50
H -1.47 0.85 0.20
```

***

13.
Formula: C4H8N2O
Source: the Open Molecules 2025 dataset
Level of theory: the ωB97M-V functional and the def2-TZVPD basis

Its LUMO energy is 0.97 eV. The SMILES is C[C@H]1NC/C1=N\O. As for the molar mass: 100.1 g mol⁻¹. Its HOMO energy is -9.5 eV. Its energy above the lowest of the compared OMol25 structures with the same formula, charge and spin is 3.631 eV.

```
15
C4H8N2O the ωB97M-V functional and the def2-TZVPD basis
C -1.95 -0.50 -0.02
C -0.69 0.08 -0.65
N -0.43 1.47 -0.15
C 0.71 0.98 0.68
C 0.63 -0.34 -0.04
N 1.42 -1.28 -0.33
O 2.62 -1.13 0.37
H -2.83 0.04 -0.38
H -1.91 -0.38 1.07
H -2.05 -1.56 -0.25
H -0.74 -0.01 -1.75
H -0.06 2.03 -0.91
H 0.45 0.93 1.74
H 1.66 1.52 0.58
H 3.16 -1.85 0.02
```

***

14.
Formula: C4H8N2O
Source: the Open Molecules 2025 dataset
Level of theory: the ωB97M-V functional and the def2-TZVPD basis

Its LUMO energy is 0.64 eV. The SMILES is C/C(N)=C/C(N)=O. As for the molar mass: 100.1 g mol⁻¹. Its HOMO energy is -8.1 eV. Its energy above the lowest of the compared OMol25 structures with the same formula, charge and spin is 1.545 eV.

```
15
C4H8N2O the ωB97M-V functional and the def2-TZVPD basis
C 1.17 -1.60 0.30
C -1.68 0.84 0.22
C 0.51 -0.24 0.20
N -1.41 1.01 -1.14
N 1.33 0.77 -0.24
C -0.71 -0.07 0.81
O -2.55 1.44 0.82
H -1.11 0.28 -1.78
H -1.83 1.81 -1.59
H 2.33 0.61 -0.15
H 0.97 1.71 -0.07
H -1.07 -0.70 1.61
H 1.89 -1.60 1.13
H 0.45 -2.39 0.50
H 1.71 -1.85 -0.62
```

***

15.
Formula: C4H8N2O
Source: the Open Molecules 2025 dataset
Level of theory: the ωB97M-V functional and the def2-TZVPD basis

Its LUMO energy is 0.72 eV. As for the molar mass: 100.1 g mol⁻¹. Its HOMO energy is -8.4 eV. Its energy above the lowest of the compared OMol25 structures with the same formula, charge and spin is 4.481 eV.

```
15
C4H8N2O the ωB97M-V functional and the def2-TZVPD basis
C -0.48 -2.32 -1.28
C -0.54 -1.06 -0.48
O -0.86 -1.13 0.71
H -0.29 0.46 -0.57
H 0.51 -2.39 -1.74
H -0.69 -3.22 -0.70
H -1.19 -2.23 -2.11
C 1.03 1.89 0.39
C -0.83 0.78 1.36
N -0.25 1.35 0.32
N 1.82 1.86 -0.59
H 2.71 2.29 -0.37
H 1.27 2.33 1.37
H -1.91 0.78 1.40
H -0.29 0.62 2.29
```

***

16.
Formula: C4H8N2O2
Source: the Open Molecules 2025 dataset
Level of theory: the ωB97M-V functional and the def2-TZVPD basis

Its LUMO energy is -0.85 eV. As for the molar mass: 116.1 g mol⁻¹. Its HOMO energy is -9.7 eV. Its energy above the lowest of the compared OMol25 structures with the same formula, charge and spin is 7.850 eV.

```
16
C4H8N2O2 the ωB97M-V functional and the def2-TZVPD basis
C 0.17 -1.64 -0.36
C -0.50 0.42 0.49
C 0.68 1.15 0.91
C -1.14 0.91 -0.66
H 1.74 -1.65 -1.82
H 0.41 -0.21 -1.86
H 0.47 -2.71 -0.56
H -1.09 0.47 1.32
H 1.58 0.74 0.38
H 0.73 2.17 1.11
H 1.20 -0.31 2.42
H -2.26 1.01 -0.34
N 0.51 -1.09 -1.55
N -0.47 -1.22 0.70
O 1.03 0.74 2.36
O -0.82 0.71 -1.98
```

***

17.
Formula: C4H8N2O2
Source: the Open Molecules 2025 dataset
Level of theory: the ωB97M-V functional and the def2-TZVPD basis

Its LUMO energy is 0.92 eV. The SMILES is CN1N=CO[C@@]1(C)O. As for the molar mass: 116.1 g mol⁻¹. Its HOMO energy is -8.3 eV. Its energy above the lowest of the compared OMol25 structures with the same formula, charge and spin is 3.470 eV.

```
16
C4H8N2O2 the ωB97M-V functional and the def2-TZVPD basis
C 0.46 -1.01 -1.85
C 0.67 0.21 0.09
C 1.09 -0.18 1.52
C -1.92 0.47 0.19
N -0.70 -0.86 -1.38
N -0.76 -0.23 -0.23
O 1.42 -0.50 -0.87
O 0.84 1.58 -0.27
H 0.76 -1.59 -2.72
H 2.17 -0.19 1.34
H 0.81 -1.21 1.72
H 0.58 0.47 2.33
H -2.83 -0.30 -0.01
H -1.99 0.37 1.33
H -2.08 1.43 -0.21
H 1.48 1.54 -0.99
```

***

18.
Formula: C4H8N2O2
Source: the Open Molecules 2025 dataset
Level of theory: the ωB97M-V functional and the def2-TZVPD basis

Its LUMO energy is 0.49 eV. As for the molar mass: 116.1 g mol⁻¹. Its HOMO energy is -9.0 eV. Its energy above the lowest of the compared OMol25 structures with the same formula, charge and spin is 8.028 eV.

```
16
C4H8N2O2 the ωB97M-V functional and the def2-TZVPD basis
C -2.23 0.56 -0.14
C -0.66 0.16 0.27
C 1.07 -1.41 0.18
C 0.65 0.97 -0.05
H -2.64 0.75 -1.27
H -2.93 -0.07 0.22
H -2.46 1.54 0.22
H -0.52 0.19 1.51
H -0.67 -1.14 -1.02
H 1.15 -1.67 1.43
H 1.36 -2.19 -0.69
H 2.74 1.37 -0.71
N -0.27 -1.19 0.05
N 1.46 -0.14 -0.12
O 2.82 0.17 -0.11
O 1.14 2.09 0.23
```

***

19.
Formula: C4H8N2O2
Source: the Open Molecules 2025 dataset
Level of theory: the ωB97M-V functional and the def2-TZVPD basis

Its LUMO energy is 0.69 eV. The SMILES is C=NN(C)CC(=O)O. As for the molar mass: 116.1 g mol⁻¹. Its HOMO energy is -9.0 eV. Its energy above the lowest of the compared OMol25 structures with the same formula, charge and spin is 2.616 eV.

```
16
C4H8N2O2 the ωB97M-V functional and the def2-TZVPD basis
C 1.23 -1.23 -0.28
C -1.11 -0.60 0.30
C -2.35 0.26 -0.01
C 1.75 1.42 0.07
H 1.64 -1.45 0.73
H 0.80 -2.17 -0.65
H 1.98 -0.89 -1.03
H -1.16 -0.70 1.38
H -1.30 -1.63 -0.04
H -1.22 1.70 -0.27
H 2.64 0.76 0.00
H 1.94 2.48 0.32
N 0.16 -0.24 -0.19
N 0.55 1.02 0.03
O -2.18 1.55 -0.29
O -3.39 -0.28 -0.07
```

***

20.
Formula: C4H8N2O2
Source: the Open Molecules 2025 dataset
Level of theory: the ωB97M-V functional and the def2-TZVPD basis

Its LUMO energy is 0.81 eV. The SMILES is [H]/N=C(\C)N(C=O)OC. As for the molar mass: 116.1 g mol⁻¹. Its HOMO energy is -9.3 eV. Its energy above the lowest of the compared OMol25 structures with the same formula, charge and spin is 4.421 eV.

```
16
C4H8N2O2 the ωB97M-V functional and the def2-TZVPD basis
C 2.15 -0.35 -0.47
C -0.48 -1.90 0.43
C -1.01 0.36 -0.02
C -0.69 1.85 0.08
H 2.96 0.32 -0.18
H 1.71 -0.01 -1.39
H 2.57 -1.39 -0.43
H -0.21 -2.38 1.39
H -1.56 2.43 -0.30
H 0.28 2.09 -0.30
H -0.59 2.03 1.23
H -2.98 0.51 -0.22
N -0.04 -0.65 0.05
N -2.19 -0.06 -0.20
O 1.21 -0.26 0.59
O -1.14 -2.59 -0.27
```